1.
Formula: C4H9N
Source: the Open Molecules 2025 dataset
Level of theory: ωB97M-V with the def2-TZVPD basis set

Cartesian coordinates (Å):
C (5.083728, 0.788161, 1.231388)
N (4.598155, 1.957310, 1.201099)
C (3.259270, 2.376330, 0.866097)
H (5.782459, 0.495622, 2.001461)
H (5.008415, 0.051269, 0.429609)
H (2.831558, 2.141217, -0.118325)
H (2.667521, 1.702995, 1.505493)
H (3.088156, 3.289302, 1.434242)
C (-5.703028, -2.169373, -0.837255)
C (-5.059651, -2.195150, -1.996915)
H (-6.231690, -2.925259, -0.290047)
H (-5.570648, -1.252099, -0.268804)
H (-5.247175, -2.918622, -2.784349)
H (-4.507070, -1.341702, -2.373694)

Cartesian forces, eV/Å:
C 0.2461 0.9778 -1.4811
N 0.2190 -0.8219 2.2370
C -0.3561 -1.6530 0.8409
H 0.7249 0.3852 0.0734
H -0.9790 -0.4944 0.0264
H 0.3587 0.9643 -0.1922
H -0.0854 -0.0428 -0.1640
H -0.1284 0.6848 -1.3405
C 1.1110 1.1808 0.3658
C -1.0471 -0.1154 -0.8363
H -0.3928 -0.5285 -0.5389
H 0.0158 -0.1198 0.2405
H 0.3190 -0.5469 0.4085
H -0.0058 0.1299 0.3604

## Properties
* SMILES: C=NC.C=C
* LUMO level: 0.88 eV
* net charge: 0
* spin multiplicity: 1
* highest occupied orbital energy: -8.7 eV
* energy above the lowest of the compared OMol25 structures with the same formula, charge and spin: 73.0 kcal/mol

2.
Formula: C39H111AsF6N15O12
Source: the Open Molecules 2025 dataset
Level of theory: ωB97M-V with the def2-TZVPD basis set

Cartesian coordinates (Å):
As (-0.008295, 0.154436, -0.958645)
F (-1.636774, 0.230893, -1.619224)
F (0.493386, 1.189006, -2.308358)
F (1.597160, 0.093007, -0.279300)
F (-0.645188, -0.907419, 0.303978)
F (0.329952, -1.233790, -1.983693)
F (-0.310200, 1.590045, 0.005344)
C (3.888866, 1.268508, 3.448916)
O (4.009025, 0.795736, 4.573586)
N (3.508872, 0.564465, 2.356422)
N (4.079309, 2.609303, 3.211517)
H (3.426789, 0.860507, 1.402922)
H (3.266780, -0.402515, 2.547308)
H (3.980883, 3.064446, 2.313598)
H (4.211647, 3.199364, 4.014558)
C (1.023828, 5.173209, 2.242694)
O (1.787593, 5.981267, 2.776998)
N (-0.190190, 5.496383, 1.706217)
N (1.312714, 3.838696, 2.133098)
H (-0.728301, 4.794989, 1.181664)
H (-0.342241, 6.490380, 1.673647)
H (0.543999, 3.257806, 1.856919)
H (2.170228, 3.511454, 2.546090)
C (2.176931, -2.338257, 2.500463)
O (1.740304, -1.687784, 3.460679)
N (3.231502, -3.185970, 2.652701)
N (1.537804, -2.410613, 1.310446)
H (3.568145, -3.186505, 3.598991)
H (3.687630, -3.580740, 1.830001)
H (0.687450, -1.898028, 1.152154)
H (1.817958, -3.032465, 0.574378)
C (-2.745376, -7.915163, 2.390421)
C (-3.287352, -6.541558, 2.749716)
C (-2.319385, -5.481587, 2.174563)
O (-2.570845, -4.186532, 2.677031)
C (-1.423530, -3.403747, 2.902576)
N (-4.595473, -6.428661, 2.119527)
H (-1.831248, -8.212791, 2.907386)
H (-2.656522, -8.118504, 1.321527)
H (-3.457098, -8.657695, 2.768796)
H (-3.392526, -6.493886, 3.833113)
H (-2.391735, -5.463619, 1.086260)
H (-1.302760, -5.817563, 2.405835)
H (-0.843491, -3.750166, 3.759573)
H (-1.763793, -2.396457, 3.161160)
H (-0.794150, -3.163150, 2.042098)
H (-4.927195, -5.480219, 1.974171)
H (-4.580494, -6.781962, 1.166791)
C (-3.078646, 4.023311, 5.438064)
C (-3.664785, 2.643816, 5.123095)
C (-2.572750, 1.593987, 4.896587)
O (-2.025899, 1.825850, 3.621148)
C (-1.062798, 0.868192, 3.235720)
N (-4.632888, 2.252561, 6.145049)
H (-2.767199, 4.237891, 6.461175)
H (-3.791743, 4.819560, 5.203483)
H (-2.204890, 4.193977, 4.805502)
H (-4.163454, 2.705811, 4.149942)
H (-3.093195, 0.630238, 4.983753)
H (-1.760051, 1.547752, 5.627703)
H (-1.270351, -0.138371, 3.603409)
H (-0.096122, 1.204344, 3.625626)
H (-0.938389, 0.802940, 2.158824)
H (-5.368971, 2.922036, 6.347954)
H (-5.226985, 1.499400, 5.798481)
C (5.547498, -6.004826, 1.233955)
C (4.240595, -6.222197, 0.493192)
C (4.136443, -5.173386, -0.637803)
O (3.830618, -3.913164, -0.006026)
C (4.185234, -2.809673, -0.864520)
N (4.332800, -7.586733, -0.057020)
H (5.707624, -5.011440, 1.663805)
H (6.446501, -6.100090, 0.617667)
H (5.567930, -6.721915, 2.055621)
H (3.440360, -6.164658, 1.229109)
H (3.329890, -5.343745, -1.356033)
H (5.080154, -5.090617, -1.185416)
H (4.158378, -3.011568, -1.934817)
H (5.235039, -2.631117, -0.604207)
H (3.597082, -1.933612, -0.600890)
H (3.590778, -7.683313, -0.748119)
H (5.191557, -7.670277, -0.592607)
C (-4.114329, 2.248460, 0.418907)
C (-3.322052, 3.501078, 0.138982)
C (-4.088189, 4.826780, 0.273525)
O (-5.209368, 4.725488, -0.594624)
C (-5.898840, 5.928174, -0.807933)
N (-2.188959, 3.584511, 1.087578)
H (-3.439110, 1.400096, 0.547842)
H (-4.686382, 1.931948, -0.462089)
H (-4.871494, 2.266808, 1.203958)
H (-2.907770, 3.529471, -0.870194)
H (-3.382591, 5.612716, -0.007513)
H (-4.471300, 4.944933, 1.293439)
H (-5.405807, 6.686895, -1.423749)
H (-6.214475, 6.404054, 0.129740)
H (-6.806114, 5.582269, -1.310204)
H (-1.787138, 2.646015, 1.132092)
H (-2.582008, 3.570335, 2.033209)
C (-4.591421, -3.205852, -0.526915)
C (-3.620000, -2.193743, -1.137604)
C (-3.452031, -2.533804, -2.647797)
O (-3.279760, -3.942104, -2.810386)
C (-3.013379, -4.204221, -4.193462)
N (-4.158120, -0.856654, -1.081270)
H (-4.193825, -4.198911, -0.328127)
H (-5.477569, -3.349161, -1.158124)
H (-5.044487, -2.800774, 0.382140)
H (-2.681639, -2.212482, -0.582543)
H (-2.551052, -2.018698, -2.996889)
H (-4.361675, -2.193172, -3.150693)
H (-2.020861, -3.882950, -4.507680)
H (-3.862702, -3.837379, -4.772825)
H (-3.048891, -5.284046, -4.356019)
H (-3.517904, -0.195727, -1.504673)
H (-5.024235, -0.806931, -1.607958)
C (-1.750421, 6.889590, 0.262234)
C (-1.529091, 5.675472, -0.658038)
C (-1.936460, 5.944709, -2.102370)
O (-3.355820, 6.015454, -2.111623)
C (-3.896378, 5.933150, -3.404497)
N (-0.101977, 5.315097, -0.493907)
H (-1.545928, 6.614912, 1.295490)
H (-2.774206, 7.260068, 0.185593)
H (-1.064834, 7.649569, -0.114872)
H (-2.069357, 4.793424, -0.295746)
H (-1.602537, 5.142803, -2.765167)
H (-1.461409, 6.892115, -2.381248)
H (-4.955656, 5.713905, -3.294340)
H (-3.388138, 5.208291, -4.051949)
H (-3.748899, 6.880030, -3.944496)
H (-0.003952, 4.367850, -0.856431)
H (0.012421, 5.136577, 0.502199)
C (5.833125, 5.193035, -1.438585)
C (5.307741, 5.756335, -0.124912)
C (4.892737, 4.696172, 0.898045)
O (3.919425, 3.737280, 0.606789)
C (2.757659, 4.233155, -0.066735)
N (6.257262, 6.691505, 0.477983)
H (6.318087, 5.983241, -2.010586)
H (5.006817, 4.659743, -1.914093)
H (6.598213, 4.408758, -1.408732)
H (4.480513, 6.433696, -0.356389)
H (4.615108, 5.230316, 1.826777)
H (5.802658, 4.230816, 1.298014)
H (2.390095, 5.047057, 0.561624)
H (2.021296, 3.439083, -0.135264)
H (3.011863, 4.613156, -1.055900)
H (5.823055, 7.231126, 1.217013)
H (7.043342, 6.209274, 0.904782)
C (0.421332, -5.911900, 0.146481)
C (-0.471097, -5.161279, -0.809875)
C (0.261273, -4.459982, -1.948710)
O (0.787659, -5.340586, -2.914271)
C (1.655519, -4.708954, -3.831516)
N (-1.643832, -5.867610, -1.379483)
H (-0.076366, -6.672943, 0.745293)
H (0.992562, -5.216091, 0.763080)
H (1.185346, -6.464668, -0.412743)
H (-0.980052, -4.330691, -0.297864)
H (1.044353, -3.777591, -1.588749)
H (-0.456240, -3.771497, -2.418995)
H (1.204218, -3.768306, -4.166632)
H (1.717269, -5.328021, -4.723596)
H (2.631023, -4.471682, -3.403342)
H (-2.173170, -5.199526, -1.934495)
H (-2.217813, -6.308046, -0.677886)
C (3.870538, 0.712752, -5.754932)
C (3.067393, 0.279046, -4.539710)
C (2.836998, -1.205764, -4.368102)
O (2.351526, -1.769441, -5.592099)
C (0.956376, -1.627096, -5.804412)
N (3.674852, 0.841287, -3.325645)
H (4.870954, 0.289652, -5.830164)
H (3.902968, 1.803885, -5.746030)
H (3.292569, 0.447899, -6.643682)
H (2.095555, 0.787007, -4.632930)
H (2.121761, -1.407591, -3.566751)
H (3.763777, -1.748204, -4.174605)
H (0.831567, -0.580177, -6.112392)
H (0.343899, -1.818244, -4.920578)
H (0.642125, -2.216519, -6.663599)
H (2.992461, 0.647542, -2.591009)
H (3.637782, 1.855616, -3.330956)

Cartesian forces, eV/Å:
As -0.3429 0.3722 -1.1163
F 0.6355 0.0748 0.2828
F 0.1244 -0.4579 0.8896
F -0.4222 -0.0111 -0.3948
F 0.3243 0.5690 -0.4492
F -0.0493 0.2733 0.5914
F -0.0021 -0.4665 -0.1757
C -0.1680 0.7317 0.2910
O 0.0245 -0.0125 -0.5493
N -0.0349 -1.5392 0.1095
N 0.1413 0.5820 0.3444
H 0.0579 0.5724 0.0691
H 0.0196 0.5159 0.0447
H 0.0634 -0.4860 -0.1214
H 0.1002 -0.2005 0.0580
C 0.3031 -0.7726 1.6026
O -0.3609 -0.1797 -0.6483
N 1.8158 0.4811 7.4766
N -0.8363 0.9651 0.6432
H -2.1612 -0.2444 2.7867
H 0.8872 -0.7476 0.1693
H 0.2733 -0.7400 0.1292
H -0.2799 -0.4003 0.1192
C -1.4157 -0.8176 1.1547
O 0.3157 -0.0794 -0.8602
N 0.1378 0.1995 -0.2482
N -0.0856 0.2014 -0.5555
H 0.5102 -0.1209 -0.2035
H 0.0008 0.0696 0.6415
H 0.1865 0.2585 0.2169
H 0.3171 -0.1360 0.0991
C -0.4780 -1.1391 0.7571
C 0.5495 0.4963 -1.6611
C 0.3506 -0.3371 0.9421
O -0.1523 -0.2304 -0.1166
C -0.1842 1.3374 0.3632
N -1.0927 -0.0269 -0.2977
H 0.2705 0.5077 -0.1986
H 0.1605 0.3387 -0.0667
H -0.1822 0.0620 -0.1953
H 0.0921 0.3894 0.0121
H -0.1917 -0.1265 -0.0995
H 0.1421 0.3056 0.1909
H 0.2373 -0.2761 -0.1860
H -0.2988 -0.1726 0.2598
H 0.0170 -0.9121 -0.2352
H 0.3025 0.1940 0.6067
H 0.2602 -0.3276 0.1472
C -0.0247 0.5146 -0.4993
C 0.1882 0.9992 0.2135
C -0.4948 -0.3258 0.3873
O -0.7823 -0.1441 -0.4672
C 1.0073 0.1197 0.3691
N -0.6634 -0.9923 0.3043
H -0.0465 -0.6840 0.1760
H -0.0871 -0.0867 -0.1147
H -0.0234 0.0020 -0.0531
H 0.1274 0.1491 -0.1960
H 0.2066 -0.2702 -0.4183
H -0.1290 0.4139 0.3318
H -0.1297 0.0588 0.1145
H 0.1430 -0.3770 0.1407
H -0.4419 0.2148 -0.1351
H 0.6759 0.7566 -0.1109
H 0.5716 -0.3562 -0.0306
C 0.4256 0.4288 0.8507
C 1.5167 0.0724 -1.1075
C -0.8989 0.5724 1.1844
O -0.1775 -0.0985 -1.3057
C 1.1027 -0.0901 1.0630
N -0.7095 0.2644 -0.3018
H -0.6166 0.0485 0.0629
H -0.2294 -0.5314 -0.2790
H 0.3406 -0.0173 -0.0384
H -0.3549 0.1150 -0.3484
H -0.0186 -0.4784 -0.0310
H 0.1367 -0.1567 0.0870
H -0.4865 -0.2732 0.0204
H 0.0039 0.4865 -0.3338
H -0.1500 -0.0806 -0.0555
H -0.0440 -0.2833 0.1407
H 0.0846 0.0318 0.1146
C -0.6624 -0.9520 -1.4383
C -0.4946 0.3067 1.2266
C -0.6997 -0.9871 -0.1882
O 0.4808 0.3246 -0.0004
C -0.9810 -0.3305 0.1212
N -0.1133 -1.2887 1.1289
H 0.0108 0.0580 0.3735
H -0.0193 0.2961 -0.0317
H 0.4084 0.3884 0.3770
H -0.1693 -0.6280 -0.1278
H -1.6523 -0.3032 0.4956
H 0.1675 0.0925 0.2600
H 0.2609 -0.2815 0.1690
H 0.1261 -0.0465 0.1187
H -0.1040 0.4278 -0.1029
H 0.2456 0.1524 -0.5138
H -0.1125 0.5225 -0.0492
C -0.9734 0.4272 0.3148
C -0.6173 -0.8713 -1.0586
C 0.8672 -0.5252 1.6859
O 0.2251 0.4513 -1.1985
C -0.7464 -1.1606 0.5703
N -0.4252 0.5755 0.4484
H 0.3102 0.1202 -0.0432
H 0.2236 -0.0115 -0.3621
H 0.4787 -0.0102 0.2522
H 0.1313 -0.0076 -0.2225
H -0.1875 0.1778 -0.3604
H 0.0636 -0.0460 -0.2521
H -0.1062 0.5170 -0.0941
H 0.3679 0.5382 -0.3550
H 0.1588 -0.0722 0.3366
H 0.0124 -0.0501 0.1579
H -0.0560 -0.0360 0.0918
C -1.0116 0.3152 -1.1442
C 1.1439 -0.5791 0.3510
C 0.2591 0.2773 0.9794
O 0.6741 -0.0536 -0.7115
C 0.2961 0.5960 -0.3616
N 0.2085 -0.8440 -5.0753
H -1.9786 1.0029 -0.9987
H 0.1647 0.2631 -0.0436
H 0.0958 0.2577 0.3602
H 0.9626 1.6728 -0.8739
H 0.1363 -0.0521 0.0032
H -0.1335 0.0765 -0.4932
H 0.0389 -0.0902 -0.2270
H -0.1523 -0.4197 0.3724
H -0.2815 0.1465 0.1133
H 0.1094 -0.0120 -0.8409
H 2.0714 0.9941 -4.2046
C 0.1576 -0.5818 0.0586
C 0.1319 0.2781 -0.0029
C 0.4780 1.1342 1.5066
O 0.2002 -0.8970 -0.9872
C 0.7097 0.8398 0.1970
N 0.5722 -0.1336 0.1566
H -0.6205 0.1040 -0.3461
H 0.0206 0.5081 -0.5349
H 0.0784 0.0621 0.8477
H -0.3378 -0.4660 -0.1612
H -0.5811 0.3552 -0.3325
H 0.0041 -0.6956 -0.7322
H -0.0858 0.0380 -0.8240
H 0.2210 -0.0307 -0.0543
H 0.0097 -0.0517 -0.1125
H -0.1152 -0.0572 -0.0301
H -0.0019 -0.0478 -0.0916
C 0.7630 -0.6748 -0.6618
C -1.6343 0.9622 -0.3239
C -0.0750 0.5145 -0.1684
O 0.2912 -0.5615 0.1792
C -0.9941 0.4985 -0.1013
N 1.2542 -0.9329 -0.5281
H -0.2102 0.2785 0.1601
H -0.2964 0.0201 0.2677
H -0.1162 -0.0603 -0.1725
H 0.8447 0.3803 0.5566
H 0.1438 -0.2155 0.3409
H -0.0792 -0.0891 -0.1688
H 0.1304 0.1091 0.0301
H 0.3252 -0.2315 0.1544
H 0.1740 -0.1423 0.0111
H -0.1531 -0.2445 0.3938
H -0.0597 0.1464 0.0757
C -0.7167 -0.1758 -0.3111
C -0.0632 1.4794 0.3228
C -0.1476 -0.2605 -0.9232
O -0.1450 -0.9799 0.2582
C 0.5998 1.4517 -0.4138
N -0.3019 -0.5275 0.8640
H 0.0249 -0.0033 0.1691
H 0.3166 -0.0007 0.0263
H 0.2516 -0.1294 -0.1051
H -0.2129 -0.4538 -0.3154
H 0.0468 0.0921 0.1665
H 0.1454 0.2042 0.1507
H -0.6343 -0.0113 0.1695
H 0.0766 -0.1452 0.0648
H 0.1772 -0.3873 0.1892
H 0.3019 -0.1774 0.2680
H 0.2055 0.0503 -0.4714

## Properties
* LUMO level: 2.23 eV
* net charge: -1
* spin multiplicity: 1
* highest occupied orbital energy: -6.6 eV

3.
Formula: C11H21Br2O5PS
Source: the Open Molecules 2025 dataset
Level of theory: ωB97M-V with the def2-TZVPD basis set

Cartesian coordinates (Å):
C (-2.004191, 3.904090, -1.954351)
C (-1.954173, 3.247885, -0.593261)
O (-1.464253, 1.889908, -0.663531)
P (0.107935, 1.625416, -0.776169)
O (0.950887, 2.823795, -0.844902)
C (0.508758, 0.716460, 0.729585)
C (-0.247406, -0.538370, 1.188477)
C (0.357431, -1.909714, 0.874358)
S (0.018155, -2.483792, -0.810661)
C (1.875207, -2.060003, 1.044116)
C (2.380643, -1.949599, 2.485141)
C (2.538816, -0.542159, 3.035215)
Br (4.151612, -2.807669, 2.519340)
O (-0.181658, -2.891411, 1.836567)
C (-1.461150, -2.792167, 2.190171)
O (-2.417734, -2.801778, 1.498915)
Br (-1.618926, -2.703211, 4.117172)
O (0.255700, 0.677308, -2.037063)
C (-0.845766, 0.265519, -2.872096)
C (-0.295577, -0.624526, -3.967522)
H (-2.506961, 3.258618, -2.675612)
H (-2.550929, 4.845342, -1.879978)
H (-1.000755, 4.127236, -2.316799)
H (-1.344520, 3.825894, 0.101892)
H (-2.955835, 3.164547, -0.172883)
H (1.590866, 0.592340, 0.704392)
H (0.316431, 1.487590, 1.481506)
H (-1.268176, -0.492966, 0.800756)
H (-0.343749, -0.477329, 2.275780)
H (-1.289533, -2.191777, -0.810019)
H (2.128202, -3.056296, 0.679451)
H (2.399017, -1.353395, 0.399536)
H (1.762564, -2.557986, 3.138474)
H (3.015670, 0.111454, 2.304475)
H (3.180546, -0.554630, 3.914253)
H (1.575139, -0.126347, 3.335893)
H (-1.317053, 1.152465, -3.295376)
H (-1.576202, -0.263891, -2.260134)
H (-0.994646, -0.662365, -4.803391)
H (0.661219, -0.233748, -4.311765)
H (-0.135604, -1.640738, -3.609950)

Cartesian forces, eV/Å:
C 0.1592 0.0422 -0.0033
C -0.2829 0.0955 0.0464
O 0.0975 0.0013 -0.0584
P 0.1369 0.0834 -0.0218
O -0.0905 0.0944 0.0069
C 0.0353 -0.0963 -0.0611
C -0.1756 0.1985 -0.0344
C -0.0164 -0.2277 -0.3315
S 0.0428 0.0441 -0.0944
C -0.0487 -0.1312 0.2116
C 0.0980 0.1116 -0.1226
C 0.1086 -0.0596 0.0798
Br -0.0314 -0.0153 0.0095
O 0.0320 0.4913 0.4075
C 0.0696 -0.4247 0.0123
O -0.1030 0.2660 -0.1753
Br 0.0662 -0.0682 -0.0382
O -0.1739 -0.1438 0.2023
C 0.1521 -0.0830 -0.1388
C -0.0239 -0.0331 0.1049
H -0.0753 0.0413 0.0310
H -0.0363 -0.0213 -0.0328
H 0.0139 -0.0691 0.0117
H 0.0921 -0.0482 -0.0508
H 0.0159 -0.0844 0.0049
H -0.0463 -0.0500 0.0494
H 0.1488 0.0390 -0.0183
H 0.0068 -0.0931 0.0376
H 0.0592 -0.0364 0.0032
H -0.0239 -0.0140 0.0456
H -0.0440 -0.0053 -0.0054
H -0.0655 0.0312 -0.0048
H 0.0916 -0.0401 0.0325
H -0.0430 0.0171 0.0105
H -0.0978 -0.0220 0.0674
H 0.0057 0.0361 -0.1146
H 0.0066 0.0252 0.0538
H -0.0835 0.0713 -0.0327
H 0.0230 0.0075 -0.0086
H -0.0637 0.0457 -0.0946
H 0.0637 0.0238 0.0139

## Properties
* SMILES: CCOP(=O)(CC[C@@](S)(C[C@H](C)Br)OC(=O)Br)OCC
* LUMO level: 0.42 eV
* net charge: 0
* spin multiplicity: 1
* highest occupied orbital energy: -9.8 eV